{
  "formula": "C37H46N3O5SbTeTl",
  "method": "wB97M-V/def2-TZVPD",
  "species": ["Tl", "O", "C", "C", "C", "C", "C", "C", "C", "O", "N", "N", "C", "C", "C", "C", "C", "C", "C", "O", "H", "H", "H", "H", "H", "H", "H", "H", "H", "H", "C", "Sb", "C", "C", "H", "H", "H", "H", "H", "H", "H", "H", "H", "C", "C", "O", "N", "Te", "C", "C", "C", "C", "C", "C", "C", "C", "C", "C", "C", "C", "C", "C", "C", "C", "C", "C", "H", "H", "H", "H", "H", "H", "H", "H", "H", "H", "H", "H", "H", "H", "H", "H", "H", "H", "H", "H", "H", "H", "H", "H", "H", "O", "H", "H"],
  "coordinates": [[-0.66123, 4.01451, -0.91544], [-0.89556, 0.63652, -5.85494], [0.44192, 0.61340, -5.58574], [1.37854, 0.10260, -6.47417], [2.72756, 0.12735, -6.14775], [3.14500, 0.65716, -4.93415], [2.19751, 1.15198, -4.04787], [0.84751, 1.13222, -4.36400], [-0.15222, 1.75867, -3.43739], [-0.26116, 2.98000, -3.41171], [-0.85330, 0.87356, -2.63874], [-1.82895, 1.46370, -1.98823], [-2.98950, 1.77698, -2.45513], [-4.04270, 2.48425, -1.79459], [-5.27368, 2.58993, -2.48028], [-6.34509, 3.24602, -1.94114], [-6.19668, 3.84282, -0.67036], [-5.01798, 3.76602, 0.02445], [-3.87937, 3.07286, -0.49756], [-2.79054, 2.96908, 0.16001], [-1.05228, 0.30603, -6.74542], [1.05199, -0.30625, -7.42496], [3.45119, -0.26377, -6.85144], [4.19806, 0.69080, -4.68454], [2.49550, 1.58100, -3.09845], [-3.20336, 1.43080, -3.46692], [-5.35949, 2.13673, -3.46390], [-7.28660, 3.30237, -2.47159], [-7.03563, 4.37345, -0.23368], [-4.90730, 4.23873, 0.99435], [-5.21698, 1.05493, 2.54115], [-3.08868, 1.37268, 2.72071], [-3.27881, 3.27744, 3.69337], [-3.05416, 0.32363, 4.63648], [-5.69600, 1.24154, 3.50450], [-5.41095, 0.02451, 2.23583], [-5.63681, 1.72427, 1.78802], [-4.18828, 3.28140, 4.29574], [-3.31874, 4.07473, 2.94930], [-2.41327, 3.44201, 4.33826], [-3.73632, 0.80594, 5.34179], [-2.04400, 0.33326, 5.05460], [-3.36409, -0.71535, 4.49626], [4.03552, 1.91786, -1.14879], [2.61768, 1.88525, -0.60203], [1.96103, 2.94442, -0.63035], [2.04969, 0.79563, -0.06981], [2.86641, -0.95826, -0.14546], [3.33594, -1.43400, 1.86483], [3.65823, -2.78665, 2.05235], [3.57284, -3.81414, 0.94270], [4.06386, -3.20451, 3.31390], [4.16660, -2.31917, 4.37454], [4.60949, -2.78187, 5.73734], [3.84637, -0.98505, 4.15202], [3.43482, -0.50543, 2.91469], [3.10173, 0.96327, 2.80579], [1.05619, -2.00896, -0.39624], [0.90567, -2.66825, -1.62732], [1.84998, -2.51169, -2.79974], [-0.18807, -3.50938, -1.79224], [-1.12025, -3.70419, -0.78505], [-2.27892, -4.65067, -0.96597], [-0.97783, -2.98123, 0.39274], [0.08803, -2.11556, 0.61244], [0.06711, -1.28341, 1.87123], [4.14128, 2.75809, -1.82991], [4.31661, 0.99496, -1.66043], [4.72608, 2.06708, -0.31360], [2.58085, -3.83953, 0.48715], [3.77929, -4.80888, 1.33215], [4.30415, -3.61522, 0.15357], [4.30528, -4.25221, 3.46479], [5.05618, -3.77478, 5.69462], [3.76040, -2.82306, 6.42354], [5.33877, -2.09175, 6.16227], [3.92169, -0.28003, 4.97434], [3.47726, 1.48980, 3.68263], [2.02398, 1.12855, 2.74710], [3.53464, 1.42187, 1.92017], [2.35768, -1.55014, -2.80856], [1.28878, -2.56058, -3.73218], [2.60701, -3.29917, -2.81793], [-0.31473, -4.01905, -2.74312], [-2.18643, -5.22025, -1.88979], [-3.22359, -4.10399, -0.99497], [-2.33404, -5.35233, -0.13263], [-1.73288, -3.07208, 1.16895], [-0.17656, -1.89151, 2.74362], [-0.70646, -0.51910, 1.77633], [0.99957, -0.76380, 2.05919], [-0.16548, 2.47951, 1.39405], [0.74635, 2.46009, 1.05756], [-0.60289, 1.76297, 0.91477]],
  "atomic_forces_ev_per_a": [[-0.166, 0.096, 0.308], [0.011, -0.020, -0.045], [-0.096, -0.097, 0.010], [0.067, -0.027, -0.041], [-0.052, 0.011, 0.032], [-0.028, -0.061, 0.020], [0.019, 0.045, 0.005], [0.045, -0.040, 0.170], [0.236, -0.061, -0.054], [-0.132, -0.041, 0.055], [0.041, 0.228, -0.149], [-0.336, -0.069, -0.100], [0.211, -0.054, 0.203], [-0.105, 0.080, -0.024], [0.179, -0.023, -0.019], [-0.094, 0.083, 0.181], [0.035, -0.075, -0.082], [0.041, 0.025, -0.058], [-0.121, -0.161, -0.142], [0.186, 0.268, -0.136], [-0.003, 0.000, 0.012], [0.007, 0.018, 0.019], [-0.002, 0.008, 0.009], [-0.022, -0.006, 0.004], [-0.032, 0.009, -0.143], [-0.002, -0.069, -0.044], [0.022, -0.017, 0.040], [0.038, 0.034, 0.016], [0.017, 0.000, -0.003], [-0.020, -0.044, -0.023], [0.006, 0.061, -0.133], [-0.121, -0.341, 0.375], [0.085, 0.111, -0.153], [0.034, 0.056, -0.056], [0.035, -0.001, -0.044], [0.014, 0.057, 0.025], [0.016, -0.056, 0.043], [0.032, 0.006, -0.005], [0.010, -0.068, 0.063], [-0.055, -0.015, -0.048], [0.046, -0.054, -0.049], [-0.083, -0.014, -0.012], [0.031, 0.062, 0.016], [0.049, -0.022, 0.129], [-0.245, 0.007, -0.117], [0.225, 0.012, 0.043], [-0.218, 0.072, 0.126], [-0.077, 0.192, -0.142], [0.065, -0.163, 0.005], [-0.076, -0.010, -0.045], [0.028, 0.135, 0.099], [-0.003, -0.085, 0.020], [0.029, 0.022, 0.068], [-0.068, 0.035, -0.041], [0.034, -0.012, 0.068], [-0.017, -0.023, -0.096], [0.029, -0.072, -0.017], [0.039, -0.151, -0.106], [0.039, 0.049, 0.048], [-0.064, 0.024, 0.138], [-0.012, -0.003, -0.068], [-0.069, -0.047, 0.047], [0.042, 0.110, 0.030], [-0.030, 0.014, 0.037], [0.003, 0.125, 0.031], [0.060, -0.053, -0.158], [0.000, 0.024, 0.005], [0.031, 0.028, 0.005], [0.012, -0.017, -0.037], [0.022, -0.027, 0.020], [0.026, 0.002, 0.022], [-0.013, 0.011, -0.010], [0.006, 0.049, 0.001], [-0.010, 0.024, -0.005], [0.020, -0.006, -0.017], [0.004, -0.016, 0.004], [0.015, -0.027, -0.028], [-0.015, -0.035, -0.007], [-0.003, -0.016, -0.030], [0.036, 0.013, 0.015], [0.037, 0.072, -0.031], [-0.018, -0.060, 0.007], [0.021, 0.005, 0.017], [0.013, 0.016, 0.056], [0.002, 0.014, 0.008], [0.019, -0.004, -0.008], [-0.006, -0.006, -0.012], [0.036, -0.010, -0.033], [0.026, -0.020, -0.022], [-0.055, -0.005, 0.003], [-0.035, -0.009, -0.001], [0.307, 0.191, -0.129], [-0.090, -0.136, -0.062], [-0.146, -0.057, 0.124]],
  "spin_multiplicity": 2,
  "homo_energy_ev": [-6.819, -6.777]
}